Molecular formula: C24H57ClN3O15P
Method: DFT, ωB97M-V/def2-TZVPD

Structure (XYZ):
```
101
Properties=species:S:1:pos:R:3:lowdin_charge:R:1
H 1.12002 -3.44743 3.37914 0.047
N 2.10873 -3.26075 3.54676 0.150
C 2.51765 -2.34337 2.80457 -0.407
C 4.00519 -2.02162 2.91316 -0.041
C 1.59911 -1.65255 1.78284 -0.040
C 1.21745 -0.16407 2.04067 -0.373
O 1.55872 0.49532 3.24749 -0.061
N 2.93571 0.57345 3.57407 0.043
O 3.56014 1.16964 2.79778 0.097
C -0.33353 -0.10924 2.12035 -0.151
P -1.20169 -0.87116 3.56891 0.558
N -2.43362 -1.71345 3.15684 -0.142
O -1.73194 0.38182 4.47833 -0.136
O -0.20496 -1.71622 4.51600 -0.143
C -0.81161 -0.43198 0.68580 -0.495
O -1.80041 -0.84052 0.30325 0.207
O 0.28773 -0.13669 -0.07018 0.023
C 1.29292 0.56776 0.66544 -0.666
Cl 2.87236 0.52993 -0.19233 0.799
C 0.82660 2.03968 0.51485 -0.147
C 1.43818 3.09429 1.45001 -0.080
C 0.47641 4.27509 1.44140 -0.520
O 0.62848 5.24511 0.81886 0.170
O -0.66715 4.14452 2.20973 0.058
H 4.34130 -1.31734 2.15013 0.063
H 4.50864 -2.98350 2.79822 0.088
H 4.22515 -1.67023 3.93333 0.051
H 2.08556 -1.79732 0.81195 0.108
H 0.71466 -2.29456 1.72528 0.129
H -0.68183 0.93640 2.21509 0.128
H -2.28958 -2.64812 3.53732 -0.009
H -1.35695 1.21241 4.14168 0.069
H -0.09443 -1.30407 5.38601 0.095
H 1.05132 2.34149 -0.50775 0.125
H -0.26265 2.08685 0.62525 0.105
H 1.53961 2.79939 2.49611 0.107
H 2.41138 3.45490 1.11710 0.125
H -1.40930 3.87001 1.63984 0.092
C -3.36858 7.53855 0.63515 -0.087
C -2.29250 6.55063 0.22550 -0.302
O -2.76282 5.20400 0.35470 -0.098
H -3.67663 7.35961 1.66617 0.078
H -3.00994 8.56533 0.54800 0.075
H -4.25829 7.42548 0.00964 0.071
H -1.41743 6.64971 0.86192 0.096
H -1.98422 6.71961 -0.81106 0.114
H -3.53228 5.10482 -0.21591 0.072
C -4.74849 1.52299 -1.35222 -0.073
C -3.37669 2.12679 -1.12258 -0.297
O -2.87540 1.77510 0.16368 -0.087
H -5.44909 1.86387 -0.58860 0.079
H -5.13615 1.79816 -2.33523 0.076
H -4.70624 0.43361 -1.28558 0.073
H -3.42325 3.21500 -1.16906 0.090
H -2.66950 1.77956 -1.88400 0.108
H -2.82249 0.81065 0.20106 0.045
C 2.78012 -1.88047 -2.77029 -0.104
C 3.92767 -2.85432 -2.58564 -0.313
O 3.50632 -4.00008 -1.84656 -0.091
H 2.39199 -1.56540 -1.80280 0.015
H 3.10053 -0.99704 -3.32546 0.077
H 1.95493 -2.35230 -3.31030 0.077
H 4.73965 -2.38837 -2.02834 0.111
H 4.31752 -3.18100 -3.55505 0.109
H 2.79453 -4.41902 -2.34304 0.068
C 4.50700 -1.59334 8.16771 -0.092
C 4.19124 -1.25936 6.72190 -0.332
O 5.38840 -1.10404 5.96083 -0.099
H 5.11957 -0.80915 8.61471 0.076
H 3.59269 -1.70246 8.75355 0.074
H 5.07614 -2.52372 8.23350 0.074
H 3.64188 -0.32038 6.65780 0.107
H 3.58149 -2.04917 6.26826 0.103
H 5.87238 -1.93632 6.00637 0.085
C 1.26621 -7.88608 -2.74937 -0.094
C 1.82244 -8.20114 -1.37256 -0.323
O 3.24325 -8.11494 -1.36488 -0.083
H 1.67329 -8.57436 -3.49109 0.076
H 0.17738 -7.96129 -2.75978 0.074
H 1.54880 -6.87593 -3.05857 0.060
H 1.55640 -9.21506 -1.07685 0.111
H 1.42039 -7.50716 -0.62658 0.108
H 3.48653 -7.21597 -1.61437 0.071
C -3.07578 -0.05195 -4.57103 -0.097
C -4.25186 -0.98112 -4.33658 -0.311
O -5.44091 -0.43379 -4.90530 -0.088
H -3.27023 0.92710 -4.13417 0.050
H -2.16208 -0.45700 -4.13186 0.082
H -2.91041 0.10146 -5.63855 0.068
H -4.42589 -1.11458 -3.26949 0.100
H -4.06664 -1.96504 -4.78058 0.108
H -5.28819 -0.32625 -5.85031 0.077
C -2.94603 3.70324 -7.43415 -0.090
C -2.95285 3.08006 -6.05048 -0.323
O -1.76780 2.31816 -5.82800 -0.100
H -2.86576 2.92996 -8.19944 0.077
H -3.85671 4.27844 -7.60946 0.075
H -2.08605 4.36651 -7.55526 0.072
H -3.80013 2.40409 -5.94040 0.099
H -3.02688 3.85419 -5.27912 0.111
H -1.01787 2.91711 -5.91373 0.085
```

Calculated values
Largest force on an atom ... 6.43 eV Å⁻¹
Multiplicity ... 1
Electronic energy ... -82801.821 eV
SMILES string ... [H]/N=C(/C)C[C@]1(ON=O)[C@H](P(=N)(O)O)C(=O)O[C@@]1(Cl)CCC(=O)O.CCO.CCO.CCO.CCO.CCO.CCO.CCO
Frontier orbital gap ... 8.19 eV
HOMO energy ... -0.3359 Eh

=====

Molecular formula: CH4N2OS
Method: DFT, ωB97M-V/def2-TZVPD

Structure (XYZ):
```
9
Properties=species:S:1:pos:R:3:lowdin_charge:R:1
C 0.84410 0.05223 0.10578 -0.326
N -1.60764 0.21019 0.06286 -0.070
N -0.57593 -0.49001 -0.53642 -0.154
O 3.27407 0.76145 0.25509 -0.607
S 2.42091 -0.31563 -0.27892 0.859
H 0.55850 1.00552 0.51706 0.047
H -2.24538 0.54482 -0.61443 0.061
H -2.10841 -0.27045 0.82864 0.097
H -0.56022 -1.49811 -0.33967 0.093
```

Calculated values
Largest force on an atom ... 4.58 eV Å⁻¹
Energy relative to the best compared isomer or geometry (same formula, charge and spin) ... 89.9 kcal per mole
Multiplicity ... 1
Electronic energy ... -16961.292 eV
Frontier orbital gap ... 8.72 eV
HOMO energy ... -0.3246 Eh

=====

Molecular formula: C8H13IN5
Method: DFT, ωB97M-V/def2-TZVPD

Structure (XYZ):
```
27
Properties=species:S:1:pos:R:3:lowdin_charge:R:1
C -0.53113 1.67639 -0.09632 -0.349
C -0.13136 -1.78134 2.03074 -0.764
C -0.81867 0.33629 -0.49097 -0.109
C 0.47821 1.79758 1.04984 0.059
C 0.26374 -0.31929 -1.30838 -0.123
C 0.02284 -0.72775 0.10896 -0.296
C 1.76990 2.46759 0.49643 -0.032
C -0.18159 -1.17619 -2.50416 -0.025
N 0.73856 -0.83126 2.28791 0.031
N -1.20444 2.61706 -0.58233 0.226
N -0.51918 -1.93439 0.71984 -0.136
N -1.70614 -2.36461 0.22622 0.080
N 0.97454 -0.20642 1.10106 0.059
I -0.96271 -2.98551 3.52655 1.015
H -1.80295 -0.10115 -0.55839 0.158
H -0.00023 2.11832 1.93208 0.126
H 1.14741 0.13078 -1.43858 0.102
H 2.71827 2.27633 1.04239 0.101
H 1.61975 3.53928 0.58778 0.098
H 1.90816 2.14122 -0.51525 0.073
H -0.04364 -2.27957 -2.46970 0.086
H 0.29769 -1.01329 -3.47206 0.083
H -1.27610 -1.01624 -2.66487 0.099
H -1.09374 3.52724 -0.22305 0.061
H -2.01144 -3.13806 0.97093 0.098
H -1.62333 -2.80639 -0.68591 0.100
H 1.96759 0.05338 0.92926 0.178
```

Calculated values
Largest force on an atom ... 5.09 eV Å⁻¹
Energy relative to the best compared isomer or geometry (same formula, charge and spin) ... 120.7 kcal per mole
Multiplicity ... 1
Electronic energy ... -24045.485 eV
Total charge ... +1
Frontier orbital gap (alpha / beta) ... 7.64 / 7.64 eV
HOMO energy (alpha / beta) ... -0.4387 / -0.4387 Eh